[1]
# H14O7

A 7-piece molecular cluster, H14O7 overall at a distorted geometry (ωB97M-V/def2-TZVPD, the OMol25 dataset).

```
! RIJCOSX wB97M-V def2-TZVPD def2/J DEFGRID3
* xyz 0 1
O -2.02 0.37 0.92
H -2.55 0.58 1.66
H -1.27 0.99 0.92
O -1.33 -1.82 -0.86
H -0.77 -1.10 -0.69
H -1.04 -2.18 -1.72
O 0.60 0.17 -1.01
H 0.43 0.94 -0.50
H 1.47 -0.07 -0.66
O 0.61 -0.50 -3.71
H 0.80 -0.23 -2.76
H -0.22 -0.05 -3.74
O -0.14 -0.97 2.19
H 0.31 -0.21 2.54
H -0.81 -0.65 1.60
O 2.62 -0.90 0.60
H 2.26 -0.18 1.19
H 2.19 -1.66 0.94
O -0.18 2.27 0.76
H 0.05 2.40 1.67
H -1.00 2.80 0.68
*
```

molar mass	126.10	g/mol
HOMO-LUMO gap	9.74	eV
energy above the lowest of the compared OMol25 structures with the same formula, charge and spin	197.8	kJ/mol
LUMO energy	-0.65	eV

***

[2]
# H14O7

A 7-piece molecular cluster, H14O7 overall (ωB97M-V/def2-TZVPD, the OMol25 dataset).

```
! RIJCOSX wB97M-V def2-TZVPD def2/J DEFGRID3
* xyz 0 1
O 1.99 -2.40 0.86
H 1.24 -1.79 0.84
H 2.63 -2.02 0.26
O 0.39 -0.02 0.44
H -0.15 0.70 0.08
H 1.30 0.32 0.45
O -1.05 1.20 -2.03
H -0.45 0.59 -2.47
H -0.80 2.08 -2.34
O -1.51 0.31 2.68
H -2.16 0.69 2.07
H -0.83 -0.01 2.08
O 3.44 0.28 0.25
H 3.81 0.97 -0.31
H 3.92 0.33 1.08
O -1.36 -1.97 -1.22
H -0.94 -1.37 -0.60
H -0.69 -2.15 -1.88
O -2.71 1.39 0.24
H -3.65 1.60 0.20
H -2.43 1.28 -0.68
*
```

molar mass	126.10	g/mol
HOMO-LUMO gap	10.04	eV
energy above the lowest of the compared OMol25 structures with the same formula, charge and spin	127.0	kJ/mol
LUMO energy	-0.22	eV

***

[3]
# H14O7

A 7-piece molecular cluster, H14O7 overall at a distorted geometry (ωB97M-V/def2-TZVPD, the OMol25 dataset).

```
! RIJCOSX wB97M-V def2-TZVPD def2/J DEFGRID3
* xyz 0 1
H 0.18 -0.21 -0.18
H 0.27 0.47 -1.63
H 2.00 -3.11 -1.63
H 1.33 -4.38 -1.83
H -1.85 1.03 1.86
H -1.05 2.27 2.40
H -1.61 -1.27 0.49
H -0.39 -0.78 1.28
H -1.34 3.59 -3.06
H -1.83 3.70 -4.48
H -0.74 -0.34 3.32
H -0.94 0.71 4.51
H 3.14 -1.29 0.31
H 2.47 -0.96 -1.04
O 0.62 -0.26 -1.02
O 2.11 -3.86 -2.18
O -1.11 1.52 1.78
O -1.42 -0.72 1.24
O -1.56 4.29 -3.70
O -0.62 0.51 3.61
O 2.35 -0.91 -0.07
*
```

molar mass	126.10	g/mol
HOMO-LUMO gap	9.62	eV
energy above the lowest of the compared OMol25 structures with the same formula, charge and spin	452.0	kJ/mol
LUMO energy	0.16	eV

***

[4]
# H15NO6

A 7-piece molecular cluster, H15NO6 overall at a distorted geometry (ωB97M-V/def2-TZVPD, the OMol25 dataset).

```
! RIJCOSX wB97M-V def2-TZVPD def2/J DEFGRID3
* xyz 0 1
N 1.85 -1.10 1.06
H 0.88 -1.47 1.19
H 1.91 -0.45 1.84
H 2.65 -1.83 1.08
H -1.70 -0.72 -1.16
H -1.49 -1.93 -0.18
O -1.60 -1.69 -1.14
H 0.21 0.41 -2.32
H -0.92 0.88 -2.98
O -0.55 1.06 -2.19
H 0.12 1.28 1.13
H -0.04 2.02 2.50
O 0.06 1.18 2.09
H -2.14 -1.06 1.97
H -0.84 -0.23 1.78
O -1.17 -1.11 1.89
H -0.09 2.13 -0.99
H 0.65 3.48 -0.59
O 0.02 2.71 -0.14
H 1.52 -1.07 -1.39
H -0.08 -1.31 -1.44
O 0.76 -1.16 -1.97
*
```

molar mass	125.12	g/mol
HOMO-LUMO gap	10.48	eV
energy above the lowest of the compared OMol25 structures with the same formula, charge and spin	139.8	kJ/mol
LUMO energy	0.50	eV

***

[5]
# H15O8

A 8-piece molecular cluster, H15O8 overall at a distorted geometry (ωB97M-V/def2-TZVPD, the OMol25 dataset).

```
! RIJCOSX wB97M-V def2-TZVPD def2/J DEFGRID3
* xyz -1 1
O -0.05 -0.55 -0.24
H 0.59 -0.43 0.55
O 1.96 1.27 2.79
H 1.11 1.09 2.43
H 2.21 2.07 2.20
O 2.31 -0.20 -1.73
H 1.50 -0.30 -1.21
H 2.12 0.48 -2.31
O -2.60 -1.13 0.04
H -1.62 -0.94 0.12
H -3.20 -0.40 0.39
O -0.92 -1.01 -2.68
H -0.88 -0.86 -1.60
H -1.10 -0.05 -2.92
O -0.38 2.11 -1.34
H -0.57 2.66 -0.56
H -0.31 1.08 -1.14
O 1.10 -2.89 0.67
H 0.76 -2.88 1.56
H 0.74 -2.05 0.21
O -0.79 0.88 2.00
H -1.19 1.76 1.58
H -0.80 0.30 1.21
*
```

molar mass	143.11	g/mol
HOMO-LUMO gap	9.56	eV
energy above the lowest of the compared OMol25 structures with the same formula, charge and spin	240.0	kJ/mol
LUMO energy	2.85	eV

***

[6]
# H16IO8

H16IO8 as an isolated structure at a distorted geometry (ωB97M-V/def2-TZVPD, the OMol25 dataset).

```
! RIJCOSX wB97M-V def2-TZVPD def2/J DEFGRID3
* xyz -1 1
I 0.18 -0.04 0.59
O 0.67 -3.51 1.16
H -0.15 -3.86 1.43
H 0.39 -2.83 0.61
O -2.31 -0.57 -0.59
H -1.49 0.16 -0.36
H -3.10 0.11 -0.89
O 1.36 0.20 -2.83
H 1.03 0.96 -3.32
H 0.87 0.44 -2.04
O -0.54 -0.89 -2.64
H -1.17 -0.69 -1.88
H -0.04 -0.10 -2.71
O 3.18 -1.59 -0.70
H 2.80 -0.91 -0.25
H 2.57 -2.21 -0.92
O -2.35 -0.59 3.23
H -1.59 -0.46 2.54
H -2.85 0.11 3.32
O 2.31 2.52 2.32
H 1.90 2.62 3.11
H 1.52 2.04 1.83
O -1.05 3.22 -0.69
H -1.61 3.29 0.14
H -0.50 2.59 -0.47
*
```

molar mass	271.02	g/mol
HOMO-LUMO gap	8.35	eV
energy above the lowest of the compared OMol25 structures with the same formula, charge and spin	478.2	kJ/mol
LUMO energy	2.69	eV

***

Short version: highest occupied orbital energy = -10.395; -10.261; -9.460; -9.980; -6.712; -5.662 eV, in the order given.